Entry 1:
{"formula": "C4H24B4O2SV", "method": "ωB97M-V/def2-TZVPD", "species": ["V", "B", "H", "H", "H", "H", "B", "H", "H", "H", "H", "B", "H", "H", "H", "H", "B", "H", "H", "H", "H", "C", "C", "C", "S", "O", "O", "C", "H", "H", "H", "H", "H", "H", "H", "H"], "positions_angstrom": [[-21.252290, 12.831045, 14.293158], [-20.257672, 11.871539, 12.605185], [-19.770674, 11.526440, 11.706314], [-20.885948, 12.721498, 12.388211], [-20.787754, 11.075406, 13.104606], [-19.537741, 12.330697, 13.264818], [-22.663666, 14.612513, 14.397772], [-23.379665, 14.131390, 15.045936], [-21.777306, 14.842736, 14.968387], [-22.497819, 13.965363, 13.550463], [-23.178885, 15.498960, 14.061636], [-20.239720, 12.695189, 16.128578], [-20.330744, 11.737913, 15.639125], [-19.569011, 12.550747, 16.961362], [-19.770515, 13.315205, 15.380468], [-21.173556, 13.150828, 16.419412], [-22.997965, 11.510102, 14.521186], [-22.395366, 10.622927, 14.639681], [-24.042199, 11.238796, 14.535331], [-22.720524, 12.201204, 15.301987], [-22.748895, 11.975899, 13.580319], [-16.949062, 14.788947, 11.521188], [-16.789627, 14.227436, 13.015346], [-17.358264, 15.377550, 13.805273], [-19.038958, 15.638171, 13.030803], [-19.363576, 17.076648, 13.032746], [-19.978971, 14.613833, 13.556748], [-18.506564, 15.061242, 11.380810], [-16.714707, 14.051169, 10.753822], [-16.356845, 15.703006, 11.477853], [-15.741486, 14.140136, 13.301502], [-17.146778, 13.215079, 13.204218], [-16.934173, 16.367926, 13.639736], [-17.519611, 15.359818, 14.883121], [-18.829010, 15.699423, 10.558093], [-18.805140, 14.025128, 11.221431]], "atomic_forces_ev_per_a": [[-1.336, 0.615, 0.190], [0.650, -1.088, -0.471], [1.639, -1.108, -3.264], [-2.994, 3.067, -1.237], [-1.748, -2.938, 1.612], [3.248, 1.283, 2.534], [-0.668, 0.795, 1.098], [-2.563, -1.810, 2.319], [3.176, 0.982, 1.982], [0.777, -2.288, -3.765], [-1.332, 3.385, -1.681], [0.840, -0.172, 1.405], [-0.676, -4.009, -1.673], [2.378, -0.233, 2.880], [2.124, 2.668, -2.533], [-3.596, 1.375, 0.932], [-0.268, -1.442, 0.343], [2.247, -3.418, 0.277], [-3.741, -0.448, 0.178], [0.714, 2.545, 3.188], [0.687, 1.720, -4.024], [-1.184, -0.379, 1.327], [1.290, 0.982, -0.973], [-2.346, 0.678, 0.323], [-0.831, -0.803, 0.591], [0.326, -2.094, -0.042], [2.165, 2.860, -1.165], [1.566, -0.723, 0.273], [0.428, 0.230, 0.081], [0.098, -0.143, -0.370], [0.320, 0.156, -0.355], [-0.909, 0.356, -0.097], [0.622, -0.244, -0.437], [-0.071, -0.741, -0.025], [0.082, 0.129, 0.324], [-1.115, 0.256, 0.255]], "total_charge": -1, "multiplicity": 3, "relative_energy_ev": 3.546}

---

Entry 2:
{"formula": "C4H24BO20", "method": "ωB97M-V/def2-TZVPD", "species": ["O", "C", "O", "B", "O", "C", "O", "O", "C", "O", "C", "O", "O", "O", "H", "H", "O", "H", "H", "O", "H", "H", "O", "H", "H", "O", "H", "H", "O", "H", "H", "O", "H", "H", "O", "H", "H", "O", "H", "H", "O", "H", "H", "O", "H", "H", "O", "H", "H"], "positions_angstrom": [[-2.646271, -0.534265, -0.960706], [-1.561981, -0.476855, -0.460233], [-0.881750, -1.469940, 0.050303], [0.376624, -0.980674, 0.622106], [0.339353, 0.491782, 0.454055], [-0.737945, 0.834656, -0.222931], [-1.037349, 1.913440, -0.627485], [1.558915, -1.529506, -0.065384], [2.486981, -1.900724, 0.790453], [3.599452, -2.242650, 0.550702], [1.804496, -1.822673, 2.200106], [0.585346, -1.337256, 2.030848], [2.301627, -2.142745, 3.236110], [-0.850094, -2.936809, 4.547259], [-0.745974, -3.374409, 5.398737], [0.013894, -2.544569, 4.364016], [-0.728027, 1.306442, 4.064038], [-0.247446, 1.131412, 3.245561], [-0.679759, 2.262322, 4.174197], [-1.050190, 2.476846, -3.878115], [-1.184523, 2.165384, -2.972813], [-0.433199, 1.845051, -4.261887], [-4.732946, 1.078243, -1.993274], [-3.869091, 0.712770, -1.722980], [-5.358453, 0.704661, -1.364998], [2.771624, -1.598170, 6.146183], [2.828030, -2.045800, 5.290844], [2.026054, -0.995227, 6.050358], [0.983267, -3.196643, -2.773679], [0.413173, -3.354628, -2.013109], [1.877962, -3.117138, -2.405152], [-1.188535, 4.812420, -1.502625], [-0.679759, 5.577069, -1.785996], [-0.663141, 4.052357, -1.787101], [1.563800, 3.393815, -0.852095], [1.677185, 2.459028, -1.079309], [2.396629, 3.804518, -1.107515], [-4.083432, -1.515097, -4.091742], [-4.026815, -0.833556, -3.406489], [-3.169667, -1.686948, -4.340620], [2.025019, 0.583607, -2.087537], [2.033152, 0.113186, -1.241582], [1.697684, -0.066409, -2.719993], [4.056572, -3.349498, -2.063522], [3.916802, -2.958792, -1.176491], [4.279698, -4.269994, -1.890793], [-2.355433, 3.538544, 1.609544], [-3.066177, 3.252981, 1.025886], [-1.635385, 3.770442, 1.004850]], "atomic_forces_ev_per_a": [[-0.056, -0.153, -0.308], [-0.036, 0.884, 0.364], [0.547, -0.587, 0.219], [-0.239, 0.240, 0.264], [0.193, -0.095, 0.216], [-0.377, -0.663, -0.414], [-0.060, 0.264, -0.148], [0.269, 0.063, -0.779], [-1.174, 0.154, 1.016], [0.638, -0.296, -0.218], [-0.009, 0.204, -0.398], [0.166, -0.105, 0.011], [0.085, -0.191, 0.313], [0.132, -0.069, 0.074], [0.033, 0.062, -0.068], [-0.117, 0.003, -0.034], [0.234, -0.006, 0.051], [-0.121, 0.012, 0.051], [-0.111, -0.058, -0.144], [0.084, -0.127, 0.065], [-0.076, 0.055, -0.017], [-0.011, 0.057, 0.059], [0.279, -0.159, -0.078], [-0.368, 0.200, 0.121], [0.078, -0.035, -0.014], [-0.053, -0.103, 0.013], [-0.057, 0.187, 0.035], [0.074, -0.036, -0.060], [0.093, 0.082, 0.118], [0.034, 0.087, -0.035], [-0.033, -0.122, -0.167], [-0.093, 0.031, 0.009], [0.017, -0.073, 0.005], [0.068, 0.107, 0.181], [0.186, 0.004, -0.019], [-0.108, 0.089, -0.140], [-0.057, -0.068, -0.005], [0.110, 0.065, 0.063], [-0.150, -0.035, -0.112], [-0.050, 0.008, 0.057], [-0.048, 0.097, 0.126], [0.021, -0.086, -0.277], [0.068, -0.039, 0.067], [-0.292, 0.099, 0.363], [0.256, -0.063, -0.301], [-0.030, 0.056, -0.036], [0.145, 0.072, 0.019], [0.108, 0.023, -0.041], [-0.193, -0.038, -0.063]], "total_charge": -1, "multiplicity": 1, "relative_energy_ev": 0.439}

---

Entry 3:
{"formula": "C4H24NO10", "method": "ωB97M-V/def2-TZVPD", "species": ["O", "C", "N", "C", "C", "C", "O", "H", "H", "H", "H", "H", "H", "H", "H", "H", "H", "O", "H", "H", "O", "H", "H", "O", "H", "H", "O", "H", "H", "O", "H", "H", "O", "H", "H", "O", "H", "H", "O"], "positions_angstrom": [[-0.038526, -0.445583, 4.114523], [-0.966941, -0.865825, 3.439494], [-0.917418, -0.868888, 2.088030], [-1.804187, -1.684224, 1.293720], [-2.507366, -0.867416, 0.179173], [-1.575024, 0.191416, -0.470472], [-0.524214, -0.379468, -1.186108], [-1.828267, -1.391176, 3.863638], [-0.103626, -0.508284, 1.619202], [-2.681519, -1.931788, 1.900003], [-1.442354, -2.612574, 0.859426], [-2.762349, -1.504231, -0.668318], [-3.342210, -0.263202, 0.541978], [-2.192240, 0.749007, -1.181191], [-1.309616, 0.862690, 0.363328], [-0.030135, -2.725518, -0.971052], [-0.645526, -2.634293, -2.307559], [-0.488092, -3.300190, -1.627331], [2.137237, -1.567352, -0.456965], [0.132449, -0.938038, -0.586436], [1.266273, -1.718708, -0.095145], [1.513593, 3.109102, -3.405204], [0.006706, 2.952018, -3.449683], [0.699272, 3.580115, -3.671071], [1.811088, 0.054900, 2.395721], [1.741141, -0.688326, 1.027672], [2.223396, 0.082341, 1.522821], [1.235360, 0.853121, -0.908583], [1.625723, 1.409642, 0.386984], [1.395666, 1.725687, -0.516883], [-3.491476, 3.084408, -1.230648], [-3.595787, 2.831133, 0.287876], [-4.113107, 2.981074, -0.505312], [4.338067, -0.110260, 2.122810], [4.361693, -1.128184, 1.129486], [4.800243, -0.938527, 1.962031], [1.756911, 1.289669, -3.024484], [2.667880, 1.691815, -1.926324], [2.647285, 1.623915, -2.909148]], "atomic_forces_ev_per_a": [[-0.566, 0.312, 0.312], [1.896, -0.314, -0.650], [-0.849, -0.793, 0.110], [-2.341, 0.801, -0.606], [1.464, 0.881, -1.024], [-0.888, -0.588, 0.388], [0.329, 0.073, 0.435], [-0.324, 0.169, 0.042], [0.252, 0.024, 0.225], [0.462, -0.444, 0.491], [0.768, 0.102, 0.268], [-0.529, -0.284, 0.339], [-0.285, -0.453, 0.165], [0.060, 0.182, 0.063], [0.526, 0.230, -0.451], [0.399, -0.715, -0.160], [-0.159, -0.160, -0.073], [-0.067, 0.472, 0.131], [0.133, -0.190, -0.579], [0.102, 0.504, -0.815], [-0.404, 0.237, 1.087], [-0.119, 0.331, -0.065], [-0.131, 0.067, 0.069], [0.202, -0.162, -0.039], [0.199, 0.094, 0.278], [0.626, 0.187, -0.137], [-0.929, -0.275, 0.135], [-0.649, 0.058, -0.143], [0.148, 0.356, -0.185], [0.358, -0.423, 0.530], [0.172, -0.046, 0.138], [0.258, -0.032, -0.030], [-0.405, 0.067, -0.099], [-0.073, 0.154, 0.492], [0.030, -0.580, -0.194], [0.219, 0.259, -0.226], [-0.197, -0.440, -0.279], [0.057, 0.240, -0.480], [0.252, 0.099, 0.536]], "total_charge": -1, "multiplicity": 1, "relative_energy_ev": 2.056}

---

Listing E_tot for the structures above in their given order: -47851.878; -46173.689; -26504.915 eV.